(1)
Molecular formula: C4H11NSi
Method: DFT, wB97M-V/def2-TZVPD

Positions of all 17 atoms, in Å:
Si 0.5269 0.7051 0.1247
N 1.6161 1.1729 1.3121
C -1.5413 -0.3585 0.5227
C 1.2746 -0.6160 -1.0101
C -2.5323 0.3837 -0.3001
C 2.1695 -1.5618 -0.6965
H 2.5230 -2.3215 -1.4283
H 1.6147 2.0649 1.7851
H -2.0188 1.1487 -0.8535
H 0.1570 1.8538 -0.6370
H -3.2902 0.8643 0.2526
H 2.2951 0.6219 1.8405
H 2.7971 -1.7036 0.1910
H -1.7847 -0.0082 1.6032
H 0.9743 -0.5572 -2.0839
H -1.6439 -1.5331 0.4893
H -3.1369 -0.1554 -1.1118

Values from the calculation:
HOMO-LUMO gap = 9.2009 eV
2S+1 = 1
LUMO energy = 0.824 eV
relative energy (zero: lowest compared OMol25 entry of this formula, charge and spin) = 2.376 eV
HOMO energy = -8.38 eV
largest force on an atom = 0.0830 hartree/bohr

---

(2)
Molecular formula: C4H11NSi
Method: DFT, wB97M-V/def2-TZVPD

Positions of all 17 atoms, in Å:
Si -0.5985 0.4487 -0.0712
N 4.8261 -1.7927 1.8391
C 0.8219 0.3311 -1.4632
C 4.1120 -0.9121 1.9288
C -1.4349 -1.3218 0.0995
C -1.7925 1.7646 -0.6611
H 0.9421 1.2771 -1.9925
H -2.1333 1.9009 -1.7218
H -1.2443 2.6990 -0.5853
H 0.4923 -0.3082 -2.1884
H -2.1999 -1.4998 0.9096
H -0.6037 -1.9613 0.1397
H -2.7446 1.7888 -0.1896
H 0.0657 0.8339 1.2366
H 3.4069 -0.2191 2.0655
H -1.8406 -1.5120 -0.8139
H 1.9054 0.0373 -1.2575

Values from the calculation:
HOMO-LUMO gap = 11.5043 eV
2S+1 = 1
LUMO energy = 0.823 eV
relative energy (zero: lowest compared OMol25 entry of this formula, charge and spin) = 1.921 eV
HOMO energy = -10.68 eV
largest force on an atom = 0.0702 hartree/bohr

---

(3)
Molecular formula: C4H11NSi2
Method: DFT, wB97M-V/def2-TZVPD

Positions of all 18 atoms, in Å:
Si -2.1601 -1.0553 -1.0674
Si 1.6807 -1.6146 0.3662
N -1.9324 0.3941 -0.3703
C -1.5339 1.7218 1.6239
C 1.6070 0.0934 -0.3203
C -2.2237 1.2612 0.5962
C 2.6428 0.7793 -0.7592
H 0.7439 0.6164 -0.6220
H 0.5420 -2.2434 -0.5792
H -1.2169 -0.9068 -2.2420
H 3.5850 0.3390 -0.6014
H 1.2068 -1.8206 1.7676
H 2.8470 -2.3355 0.1557
H 2.6970 1.6091 -1.4177
H -0.6456 1.2312 1.7701
H -1.8347 2.4490 2.2120
H -2.7844 -2.3537 -1.1501
H -3.2207 1.8356 0.6381

Values from the calculation:
HOMO-LUMO gap = 7.7775 eV
2S+1 = 1
LUMO energy = -0.297 eV
relative energy (zero: lowest compared OMol25 entry of this formula, charge and spin) = 4.072 eV
HOMO energy = -8.07 eV
largest force on an atom = 0.0897 hartree/bohr